# 1
20
Properties=species:S:1:pos:R:3:forces:R:3:lowdin_charge:R:1 method="wB97M-V/def2-TZVPD" orbital_gap_ev=9.590 total_energy_ha=-820.61161 e_lumo_ev=0.450 de_lowest_ev=0.630 smiles="O=CCCS.O.O.O"
O -3.1190 -2.1726 1.2956 -0.44 0.07 0.30 0.07
C -3.4053 -1.4840 0.3573 0.69 0.16 -0.90 -0.27
C -2.4740 -1.3276 -0.8357 -0.32 -0.14 0.19 -0.24
C -1.2247 -0.5571 -0.4139 0.02 -0.18 0.09 -0.57
S -0.3558 0.1248 -1.8418 0.22 -0.16 -0.55 0.72
H -4.3281 -0.8796 0.2434 -0.20 -0.22 0.61 0.12
H -2.9751 -0.7581 -1.6080 -0.20 0.09 -0.22 0.09
H -2.2953 -2.3339 -1.2209 0.37 0.08 -0.04 0.12
H -1.5307 0.2610 0.2076 -0.16 0.56 0.32 0.07
H -0.5603 -1.1579 0.1951 0.09 -0.21 -0.03 0.07
H -0.0675 1.3522 -1.3970 -0.06 -0.07 0.24 -0.16
O 1.4131 0.5264 2.7672 0.04 0.16 -0.05 -0.06
H 2.3193 0.6026 2.4505 -0.02 -0.17 -0.03 0.03
H 1.2980 -0.4027 2.9878 0.02 0.01 0.01 0.04
O 3.5252 -0.6045 -2.2762 0.09 -0.07 -0.16 -0.07
H 4.0844 -0.2033 -2.9496 0.01 0.06 0.08 0.03
H 3.2190 -1.4181 -2.6909 -0.08 0.03 0.10 0.03
O 2.4577 3.7358 1.5509 -0.38 -0.20 -0.20 -0.06
H 2.3330 3.0437 2.2131 -0.09 0.18 -0.09 0.02
H 1.6858 3.6529 0.9657 0.41 0.02 0.34 0.04

=====

# 2
20
Properties=species:S:1:pos:R:3:forces:R:3:lowdin_charge:R:1 method="wB97M-V/def2-TZVPD" orbital_gap_ev=3.575 total_energy_ha=-497.42423 e_lumo_ev=-4.772 de_lowest_ev=8.253
O -0.5157 1.5473 0.5835 -2.57 -1.04 0.16 0.00
C -2.0371 1.2271 0.5566 1.03 0.58 0.75 -0.12
C -2.3539 -0.2111 0.6250 2.48 0.58 -2.93 0.18
C -2.4050 -1.1148 -0.5486 -1.24 -1.45 -2.96 -0.18
O -1.0118 -1.4867 -0.9556 -2.20 1.28 1.34 0.00
H -2.3430 1.6317 1.5194 0.02 0.37 -0.01 0.13
H -2.1438 -0.7594 1.4875 0.05 -0.45 1.91 0.13
H -2.5333 1.7558 -0.2462 0.17 -0.09 -0.37 0.13
H -2.8693 -2.0835 -0.2959 -0.19 0.56 0.12 0.13
H -2.8124 -0.7647 -1.5387 -0.19 0.29 1.47 0.15
H -0.6893 -1.0947 -0.1488 3.27 -0.60 0.49 0.00
H 2.3427 1.8585 -1.4866 -0.63 -0.44 0.53 -0.01
H 3.0834 0.3777 -0.5155 0.07 -0.63 1.56 -0.03
O 1.9998 1.1980 -0.8519 -0.54 0.75 -0.80 -0.32
H 4.3178 -0.6327 -0.4176 -0.41 0.02 0.67 0.02
H 1.8610 -1.0058 1.1936 0.39 0.00 -0.11 0.04
O 3.6094 -0.2864 0.1592 1.01 0.22 -1.53 -0.19
H 0.0031 1.0685 -0.0973 0.07 0.30 -0.33 0.04
H 1.2750 -0.1637 0.0934 0.83 0.32 -0.50 -0.04
O 1.0788 -0.9217 0.6467 -1.40 -0.57 0.55 -0.07

=====

# 3
18
Properties=species:S:1:pos:R:3:forces:R:3:lowdin_charge:R:1 method="wB97M-V/def2-TZVPD" orbital_gap_ev="7.953 / 8.574" total_energy_ha=-775.53519 e_lumo_ev="-0.092 / 0.526" de_lowest_ev=6.027
C -1.4041 1.9379 1.9737 0.41 0.15 -2.25 -0.20
C -1.4800 0.4689 1.7852 0.53 -1.36 -0.33 -0.05
C 1.1585 0.0350 -0.3459 -0.55 3.83 0.27 -0.39
O 0.3923 0.2202 -1.4712 1.42 1.42 2.61 -0.38
Si 1.9873 -1.4590 0.1318 0.87 -0.79 -0.33 0.61
Si -0.2053 -0.5407 -2.7101 -1.93 -3.26 -0.30 0.52
H -2.4210 2.3197 1.9903 -0.06 0.35 0.65 0.06
H -0.7687 2.2996 2.7968 -0.36 -0.07 -0.13 0.07
H -1.0030 2.3454 0.9866 -0.11 -0.16 1.33 0.08
H -0.7647 -0.0617 1.0801 -1.16 0.73 1.16 0.02
H -2.2496 -0.1284 2.3059 0.61 0.35 -0.37 0.04
H 1.3315 1.0453 0.1417 -0.25 -1.29 -0.54 0.08
H 2.2980 -1.9169 1.4607 -0.30 0.33 1.00 -0.08
H 3.2815 -1.5039 -0.5029 0.81 -0.04 -0.49 -0.08
H 1.1250 -2.3622 -0.5012 -0.79 -1.59 -0.65 -0.10
H -1.5152 -0.0048 -3.0666 -0.03 0.45 -0.17 -0.06
H 0.6955 -0.7116 -3.7787 0.95 0.35 -1.20 -0.08
H -0.4579 -1.9826 -2.2762 -0.07 0.62 -0.25 -0.05

=====

# 4
20
Properties=species:S:1:pos:R:3:forces:R:3:lowdin_charge:R:1 method="wB97M-V/def2-TZVPD" orbital_gap_ev=7.300 total_energy_ha=-3564.47913 e_lumo_ev=-0.913 de_lowest_ev=2.946
C -1.0612 -1.2573 -2.0298 0.46 0.28 1.70 -0.19
C -0.5774 -2.2170 1.1034 0.80 -1.53 -1.91 -0.22
C -1.5950 0.6131 0.3379 -0.67 -1.54 -0.31 -0.25
Si 2.0603 2.5796 0.4343 -1.94 0.37 -1.82 0.30
Si 1.3923 0.4717 -0.4295 1.68 -0.04 2.64 0.03
Si -0.5208 -0.8183 -0.2420 0.16 -0.43 0.24 0.32
Br 3.2095 -0.4628 -1.3668 -0.26 0.11 0.02 0.17
H -2.0367 -1.5441 -1.7891 -1.97 -1.19 0.25 -0.01
H -1.3044 -0.2567 -2.3053 0.44 0.93 -1.28 0.01
H -0.6924 -1.9423 -2.7883 0.51 0.38 0.25 0.04
H 0.0982 -3.0887 0.6851 -1.13 1.62 0.96 0.06
H -0.1995 -1.9161 2.0844 -0.10 0.05 -0.28 0.01
H -1.5994 -2.6789 1.1751 0.79 0.64 -0.03 0.03
H -1.2360 1.0909 1.2046 0.79 0.31 1.32 0.01
H -1.7840 1.4172 -0.3374 -0.38 0.27 -0.87 0.03
H -2.5076 0.0882 0.6466 -0.31 0.49 -0.16 0.04
H 1.0680 3.3406 1.1414 -0.83 -0.28 1.04 -0.13
H 2.1480 3.6548 -0.5741 0.24 -0.20 -0.83 -0.13
H 3.3000 2.6413 1.0082 2.19 -0.39 1.22 -0.15
H 1.8381 0.2850 2.0413 -0.47 0.15 -2.16 0.02

=====

# 5
20
Properties=species:S:1:pos:R:3:forces:R:3:lowdin_charge:R:1 method="wB97M-V/def2-TZVPD" orbital_gap_ev="6.702 / 6.701" total_energy_ha=-3564.51600 e_lumo_ev="-1.883 / -1.883" de_lowest_ev=1.943
C 2.2985 -0.1853 1.0485 1.11 1.87 -1.98 -0.24
C 1.2566 0.5703 -1.7759 0.35 -0.01 0.96 -0.24
C -0.0561 2.1754 0.7576 0.42 -0.79 -2.31 -0.23
Si -2.4066 -2.3483 -0.5651 -0.57 0.09 -0.79 0.38
Si -0.8606 -1.0646 0.4444 -0.59 1.84 0.42 0.55
Si 0.7674 0.5447 0.1052 1.28 0.14 -0.60 0.39
Br -3.4851 1.0194 0.5520 1.28 -0.92 0.04 -0.23
H 2.9708 0.7333 1.2275 -0.82 -1.37 -0.10 0.05
H 2.0503 -0.6108 1.9753 -0.24 -0.57 1.33 -0.02
H 2.9090 -0.9079 0.4297 -0.83 0.73 0.60 0.04
H 0.3313 0.7711 -2.3008 -0.01 0.66 -0.43 0.01
H 2.0720 1.3363 -1.9219 -1.04 -0.72 -0.19 0.04
H 1.5780 -0.4142 -2.1848 0.07 0.58 0.63 0.03
H -1.1132 1.9389 0.4535 0.82 1.00 0.31 -0.11
H -0.0024 2.3653 1.8023 0.05 -0.10 0.89 0.01
H 0.4062 3.0468 0.2070 -0.71 -0.87 0.45 0.05
H -2.2523 -2.2362 -2.0486 0.13 -0.45 0.36 -0.09
H -3.6415 -1.7107 -0.1826 -0.52 0.04 0.09 -0.17
H -2.3026 -3.6009 0.1589 0.15 -0.79 -0.25 -0.12
H -0.5197 -1.4227 1.8179 -0.33 -0.36 0.55 -0.11

=====

# 6
25
Properties=species:S:1:pos:R:3:forces:R:3:lowdin_charge:R:1 method="wB97M-V/def2-TZVPD" orbital_gap_ev=6.076 total_energy_ha=-3258.97905 e_lumo_ev=-1.829
C 1.7088 0.0588 -0.0165 0.07 0.39 0.39 -0.08
C 1.4511 -1.0807 -1.0094 0.38 -0.31 -0.22 -0.65
O 2.2604 -1.9907 -1.0387 -0.38 0.36 0.04 0.04
N 0.2610 -1.0691 -1.7072 0.04 0.26 0.51 -0.14
C -0.1903 0.2548 -2.1644 0.30 0.03 -0.37 -0.17
Ga -1.0742 -1.8925 -0.5328 -0.30 -0.74 -0.61 0.09
Cl -0.1331 -2.4262 1.4389 -0.08 0.14 0.03 0.08
P -2.6299 -0.1993 0.0285 0.42 0.39 0.48 0.35
O -2.0693 1.1087 0.4708 -0.07 -0.04 -0.03 -0.40
O -3.5670 -0.7820 1.2335 0.07 -0.15 -0.12 -0.22
O -3.6930 -0.0318 -1.1865 -0.10 0.01 0.14 -0.22
H 0.8922 0.7850 0.0120 0.10 0.07 -0.05 0.05
H 1.7144 -0.4530 0.9548 0.17 -0.03 -0.13 0.03
H 2.6740 0.5452 -0.2089 -0.07 -0.12 -0.06 0.07
H 0.5602 0.6847 -2.8406 -0.07 -0.05 0.02 0.08
H -1.0987 0.1307 -2.7595 0.04 0.01 0.16 0.08
H -0.3881 0.9889 -1.3775 -0.20 -0.07 -0.05 0.04
H -1.7651 -3.1480 -1.1850 0.05 0.02 0.14 -0.08
H -3.5601 -1.7489 1.2157 -0.12 0.08 0.09 0.05
H -4.4319 0.5169 -0.8806 0.03 -0.01 -0.18 0.07
N 2.6196 1.9567 2.3178 -0.13 -0.08 -0.02 0.32
H 2.5552 2.5673 3.1327 -0.02 -0.01 0.00 0.16
H 2.2940 1.0121 2.5534 -0.05 -0.02 -0.11 0.15
H 2.0250 2.3092 1.5604 -0.06 -0.11 -0.03 0.15
H 3.5848 1.9030 1.9891 -0.02 -0.04 -0.03 0.16

=====

# 7
18
Properties=species:S:1:pos:R:3:forces:R:3:lowdin_charge:R:1 method="wB97M-V/def2-TZVPD" orbital_gap_ev="3.918 / 11.774" multiplicity=2 total_energy_ha=-231.48654 e_lumo_ev="1.130 / 0.715" de_lowest_ev=0.070
N 1.0212 -0.7995 -2.5449 -0.03 -0.37 -1.27 -0.09
H 0.4257 -1.5949 -2.8195 -0.07 0.50 0.06 0.02
H 1.1618 -0.2255 -3.4171 -0.05 -0.66 1.13 0.04
H 1.8947 -1.2581 -2.3033 0.45 0.21 -0.12 0.02
C 0.5517 -0.6536 1.4891 0.85 -0.69 0.64 -0.12
C -0.5410 -0.0345 0.6696 -0.62 -0.37 -0.26 -0.55
C -1.3260 0.9513 1.4727 -1.90 0.61 0.11 -0.14
N -0.0423 0.6821 -0.5407 0.69 -1.01 0.78 0.07
H 1.2439 -1.2526 0.8339 -0.53 0.43 0.93 0.08
H 1.0941 0.1260 2.0402 0.29 -0.07 -0.49 0.07
H 0.1343 -1.2591 2.3505 0.19 0.21 -1.26 0.10
H -1.2092 -0.8281 0.2820 0.35 0.38 0.16 0.12
H -0.7837 1.9027 1.5866 -0.23 -0.27 -0.09 0.07
H -1.4826 0.5450 2.4850 -0.22 0.16 -0.32 0.08
H -2.3433 1.1456 0.9602 1.50 -0.08 0.90 0.09
H 0.5060 0.0349 -1.1889 -0.27 0.34 -0.25 0.05
H -0.8379 1.0328 -1.0752 -0.75 0.34 -0.69 0.02
H 0.5325 1.4856 -0.2802 0.35 0.34 0.06 0.06

=====

# 8
18
Properties=species:S:1:pos:R:3:forces:R:3:lowdin_charge:R:1 method="wB97M-V/def2-TZVPD" orbital_gap_ev=12.263 charge=+1 total_energy_ha=-231.38843 e_lumo_ev=-3.151 de_lowest_ev=0.217
C -2.0656 -0.4767 -0.8914 0.48 -1.04 0.05 -0.05
C -0.8789 0.1185 -0.1194 -1.73 -0.66 0.81 -0.43
C -0.6099 -0.7031 1.1556 -0.56 0.61 -0.32 -0.04
N 0.3322 0.0629 -0.9392 1.04 -0.57 -0.70 0.15
H -2.2673 -0.0105 -1.8559 -0.02 0.25 0.13 0.08
H -1.7484 -1.5243 -1.1096 -0.51 0.49 0.05 0.10
H -2.9954 -0.5347 -0.2972 0.58 0.23 -0.24 0.10
H -1.0582 1.1837 0.1142 0.24 -0.44 -0.02 0.16
H -0.4458 -1.7598 0.9162 -0.08 0.16 0.04 0.10
H -1.4853 -0.6024 1.8090 0.30 -0.20 -0.08 0.10
H 0.2554 -0.3045 1.6692 0.15 -0.04 0.26 0.06
H 0.2568 0.7467 -1.6972 0.24 -0.48 -0.19 0.17
H 1.1237 0.3606 -0.3044 0.58 0.25 -0.12 0.07
H 0.6023 -0.9010 -1.2932 -0.79 1.38 0.29 0.20
N 2.5017 0.9620 0.5984 1.01 0.20 -1.10 0.03
H 3.3718 0.8542 0.0209 -1.00 -0.08 0.84 0.08
H 2.6854 0.5582 1.5087 0.13 0.02 0.06 0.05
H 2.4254 1.9703 0.7154 -0.07 -0.08 0.23 0.06

=====

# 9
18
Properties=species:S:1:pos:R:3:forces:R:3:lowdin_charge:R:1 method="wB97M-V/def2-TZVPD" orbital_gap_ev=11.074 charge=+1 total_energy_ha=-231.33315 e_lumo_ev=-3.220 de_lowest_ev=1.721
C -1.5379 1.1648 1.5889 -2.15 0.37 -1.97 -0.13
N -1.5875 0.0572 0.5318 1.45 1.07 0.97 -0.07
H -1.8142 2.0962 1.0246 0.69 -0.46 1.13 0.10
H -2.3549 0.9240 2.2568 -0.22 0.52 0.33 0.07
H -0.6647 1.2106 2.2235 0.64 0.00 -0.48 0.07
H 0.1185 0.5882 0.0565 0.03 0.73 0.24 0.09
H -2.1433 0.2889 -0.2938 -0.14 0.09 0.75 0.09
H -2.0467 -0.6389 1.0855 -0.11 -1.14 -0.73 0.07
C 1.0637 -1.7462 -0.7587 0.30 0.60 1.10 -0.07
C 1.1601 -0.2751 -1.3407 -0.12 -2.11 0.31 -0.20
N 1.1011 0.8138 -0.2934 -0.16 -0.91 -1.06 0.16
H 0.0241 -2.1635 -0.6233 1.19 0.78 0.08 0.08
H 1.5626 -2.3326 -1.5370 -0.11 -0.20 0.40 0.07
H 1.6916 -1.8307 0.2199 -1.17 -0.03 -1.67 0.11
H 2.0716 -0.3471 -1.9193 0.23 1.13 0.04 0.12
H 0.3051 -0.1215 -1.9677 -0.22 0.27 -0.57 0.11
H 1.7442 0.5476 0.4391 0.38 0.42 0.36 0.15
H 1.3066 1.7644 -0.6928 -0.51 -1.12 0.77 0.19

=====

# 10
19
Properties=species:S:1:pos:R:3:forces:R:3:lowdin_charge:R:1 method="wB97M-V/def2-TZVPD" orbital_gap_ev=4.544 charge=+1 total_energy_ha=-306.29321 e_lumo_ev=-9.381 de_lowest_ev=9.319
N 0.5186 0.4038 -2.1634 -0.49 0.35 -0.47 0.24
C 0.1678 -0.7298 0.4076 0.80 -1.29 -0.23 -0.05
C 0.0125 -2.1192 -0.1155 0.14 0.38 0.10 -0.05
C -0.7457 -0.1391 1.2543 -0.99 0.06 0.37 -0.06
N -2.0079 -0.7303 1.4793 0.46 0.68 -0.93 0.07
H 1.3867 0.2533 -2.6893 0.03 0.26 0.26 0.10
H -0.1644 0.7992 -2.8272 0.10 -0.39 0.12 0.10
H 0.5035 1.0782 -1.2603 0.04 -0.38 0.43 -0.07
H 1.1501 -0.2772 0.3609 -0.09 0.10 -0.07 0.11
H -0.8347 -2.6483 0.3060 -0.09 0.11 0.04 0.08
H -0.0880 -2.0907 -1.1934 -0.07 -0.23 -0.14 0.08
H 0.9405 -2.6571 0.0895 0.02 -0.06 0.01 0.10
H -0.5032 0.7854 1.7703 0.05 0.23 -0.36 0.14
H 6.7954 3.5314 0.5587 -0.36 0.03 0.20 0.00
H -2.6740 0.0112 1.2168 -0.11 -0.27 0.27 0.12
H -2.1756 -0.8836 2.4624 -0.08 -0.13 0.53 0.11
H 0.7090 2.7271 -0.8137 -0.39 -0.70 0.33 0.07
H 6.1480 3.5909 0.9385 0.35 -0.03 -0.20 0.00
O 0.2853 1.9502 -0.3690 0.67 1.28 -0.27 -0.10

=====

# 11
19
Properties=species:S:1:pos:R:3:forces:R:3:lowdin_charge:R:1 method="wB97M-V/def2-TZVPD" orbital_gap_ev=11.498 charge=+1 total_energy_ha=-306.59498 e_lumo_ev=-2.900 de_lowest_ev=1.108
C -0.3511 0.0813 0.7316 -3.60 2.97 -2.32 -0.15
C 0.7991 0.9634 0.3281 -0.20 0.69 2.28 -0.22
C 2.0432 0.1830 0.2944 1.25 -1.59 -1.74 -0.20
N 2.0218 -0.8374 -0.8819 0.37 1.62 -0.17 -0.01
N -0.5030 -0.8991 -0.3881 -2.74 -0.08 -0.29 0.15
H -0.3292 -0.4908 1.6070 0.67 -0.48 1.50 0.11
H -1.3384 0.7466 0.7547 2.00 -1.61 0.07 0.15
H 0.9330 1.7805 1.0666 -0.14 -0.57 -0.07 0.15
H 0.6423 1.5120 -0.5543 -0.64 0.44 -1.52 0.11
H 1.9638 -0.4723 1.1495 1.15 0.16 0.63 0.12
H 2.8847 0.8843 0.2077 0.14 -0.74 0.48 0.13
H 2.8187 -1.4664 -0.9322 0.05 0.13 0.63 0.10
H 0.4668 -1.2255 -0.5668 0.82 -0.25 -1.19 0.07
H 2.1069 -0.3007 -1.7617 -0.23 -0.32 0.52 0.11
H -1.0980 -1.6846 -0.1299 -0.05 -0.05 0.19 0.16
H -0.9998 -0.4947 -1.2274 1.05 -0.29 0.97 0.19
H -3.6826 0.7874 0.8253 -0.34 -1.00 -2.76 0.09
H -4.6538 0.5100 -0.3798 -0.05 0.00 -0.04 0.04
O -3.7245 0.4230 -0.1428 0.50 0.95 2.82 -0.11

=====

# 12
19
Properties=species:S:1:pos:R:3:forces:R:3:lowdin_charge:R:1 method="wB97M-V/def2-TZVPD" orbital_gap_ev=11.810 charge=+1 total_energy_ha=-306.61815 e_lumo_ev=-2.762 de_lowest_ev=0.477
C -1.0834 0.1188 -0.9211 -0.15 -0.79 -0.95 -0.15
C 0.3331 -0.0779 -1.4429 -0.15 0.00 -0.30 -0.19
C 1.1865 1.1408 -1.2170 0.18 0.83 2.18 -0.20
N 1.4491 1.2814 0.3142 0.18 -0.02 -2.01 -0.01
N -1.0800 0.2142 0.5839 1.47 0.55 -1.09 0.17
H -1.5329 1.0060 -1.3665 0.07 0.30 0.51 0.13
H -1.7035 -0.6962 -1.2859 -0.13 -0.23 0.47 0.13
H 0.7008 -1.0031 -0.9911 0.52 0.21 0.10 0.12
H 0.3394 -0.2734 -2.5106 -0.46 -0.10 -0.20 0.13
H 0.6879 2.0814 -1.4512 -0.32 -0.28 -0.61 0.12
H 2.1504 1.1647 -1.7118 -0.05 -0.34 -0.36 0.11
H 2.4066 0.9369 0.3162 -0.13 0.05 1.13 0.09
H 1.4947 2.2860 0.4783 0.28 -0.20 0.28 0.09
H -1.9332 0.6667 0.8840 0.10 0.00 0.62 0.16
H -0.1556 0.7435 0.7215 -0.54 0.50 0.55 0.11
H -0.8266 -0.6387 1.1068 -1.03 -0.56 -0.28 0.10
H 0.1862 -2.5427 2.1510 0.06 0.04 0.05 0.07
H -1.2234 -3.0880 2.1895 -0.24 0.08 -0.05 0.07
O -0.7260 -2.2948 1.9632 0.33 -0.04 -0.03 -0.04